1.
76
Properties=species:S:1:pos:R:3 method="wB97M-V/def2-TZVPD" e_above_lowest_kcal_mol=19.68 spin_multiplicity=1 gap_ev=8.34 e_tot_ha=-2632.4617
H 1.85 1.88 -3.22
C -5.27 -4.91 -0.11
C -3.08 -3.27 -0.59
H 5.30 -3.48 -0.33
H -4.29 2.57 -1.28
H 2.27 4.12 4.30
H -3.97 3.23 1.08
H 2.90 4.15 -1.96
H 4.44 -0.88 0.92
F 3.13 -2.67 2.89
C 1.66 3.12 2.49
C 4.37 -3.10 -0.75
H 3.45 4.23 2.99
C -4.79 -4.76 -1.40
C -3.55 -3.45 0.72
F 2.24 -0.71 3.15
H 0.29 -0.88 -3.02
H -2.31 2.62 1.05
C -4.64 -4.26 0.96
C -1.21 -1.43 -0.81
C -3.95 0.78 -0.18
C 2.39 4.24 3.22
N 2.74 0.07 -1.07
C -3.69 -3.94 -1.65
C 4.52 -1.62 -1.10
H 2.38 -2.60 -2.96
C 2.48 3.74 -1.06
H -4.19 0.09 -0.99
H -3.32 -3.83 -2.65
H 3.17 4.98 0.63
C -3.10 3.06 0.44
O 1.33 -1.77 0.68
O 0.61 -3.83 1.81
C 3.20 -1.06 -1.52
C 1.99 -2.03 3.15
H -5.01 -4.40 1.96
C -3.47 2.12 -0.72
N -7.35 -6.37 0.36
H 5.20 -1.53 -1.96
N -1.09 1.58 -1.37
H 4.12 -3.70 -1.62
C 2.61 4.15 0.26
H 2.09 2.16 2.80
H -3.19 0.31 0.45
H -5.28 -5.27 -2.22
C 0.17 3.11 2.87
C 5.11 -0.83 0.07
C -2.27 2.57 -2.97
H -2.75 4.02 0.07
H -0.34 2.25 2.44
C -2.02 -2.33 -0.76
H 6.08 -1.25 0.35
H -0.31 4.02 2.53
C -2.31 2.04 -1.68
H -3.08 3.02 -3.51
H 5.24 0.22 -0.20
N 1.31 2.34 0.17
Bi -0.08 0.15 0.23
C 1.22 -0.83 -2.48
C -0.96 2.44 -3.38
S 0.71 -2.41 1.86
H 0.07 3.04 3.95
C 2.26 -1.67 -2.43
H 3.58 -3.23 -0.01
F 1.57 -2.38 4.37
B 1.26 1.71 -2.20
O -0.45 -1.66 2.30
C 1.85 3.22 1.00
H -4.84 0.92 0.43
H -0.47 2.74 -4.30
C -6.42 -5.72 0.15
N -0.27 1.86 -2.40
N 1.70 2.66 -1.08
N 1.47 0.25 -1.62
H -3.03 -2.95 1.53
H 1.98 5.21 2.93


2.
15
Properties=species:S:1:pos:R:3 method="wB97M-V/def2-TZVPD" e_above_lowest_kcal_mol=41.19 spin_multiplicity=1 gap_ev=9.88 smiles="C=C.O.O.O" e_tot_ha=-307.8405
H -0.70 -0.33 -2.12
O -1.04 -0.58 -1.19
H -3.08 1.46 0.51
H 1.21 -2.10 1.36
C 1.49 -1.87 0.33
O -0.03 1.48 1.15
O -2.47 1.69 -0.17
H 1.70 0.23 0.22
H 2.91 -0.68 -0.85
C 2.16 -0.72 0.00
H -0.09 2.26 1.67
H -0.89 1.40 0.71
H 1.30 -2.62 -0.44
H -0.27 -0.46 -0.61
H -2.21 0.85 -0.56


3.
69
Properties=species:S:1:pos:R:3 method="wB97M-V/def2-TZVPD" e_above_lowest_kcal_mol=0.00 spin_multiplicity=4 gap_ev="6.28 / 6.48" charge=-1 s_squared=3.764 e_tot_ha=-5679.5540
C 0.04 -0.42 3.31
H -0.65 -1.21 3.00
N 1.98 5.60 -0.30
H 0.92 -3.55 -5.93
H -3.82 3.18 -0.62
H -0.13 -1.85 -0.09
N 0.41 -1.00 -0.20
C 2.38 -3.09 -4.42
H -0.58 -1.66 -2.38
S 3.02 0.82 1.36
C 2.39 4.64 0.21
N -1.75 2.74 -0.66
C -5.26 -0.60 -0.64
C 1.52 -2.05 -2.44
H -2.13 1.83 -2.51
C 2.85 3.48 0.88
C 0.24 -2.08 -2.96
H -4.59 -2.64 -0.64
S 1.83 -1.26 -0.84
S 1.59 2.04 -1.02
H -0.24 4.20 -0.52
C 3.60 -4.82 1.38
H -0.98 -2.64 -4.63
C -1.24 4.02 -0.14
H -6.30 -0.85 -0.80
C -4.86 0.73 -0.54
C 1.88 -3.93 -0.03
C 0.56 2.52 3.45
H -3.09 2.71 0.92
H -1.20 3.97 0.95
H 0.97 -4.06 -0.60
C 0.03 -2.62 -4.22
H -2.15 1.27 4.35
C 2.52 -2.70 -0.01
C -4.30 -1.59 -0.56
H 4.16 -1.53 0.72
C 2.52 2.19 0.46
H -0.73 2.94 -2.47
H 4.03 -5.65 1.93
H 3.60 -2.51 -2.75
H 0.35 3.53 3.09
N 4.28 3.96 2.98
C -3.52 1.04 -0.34
C -3.10 2.48 -0.15
H 3.21 -3.48 -5.00
C -2.21 1.51 3.28
C 2.42 -4.99 0.67
H -1.91 4.84 -0.44
V -0.51 0.92 -0.15
H -5.60 1.52 -0.61
C -2.96 -1.26 -0.38
C 3.70 -2.52 0.70
H 5.16 -3.45 1.96
C 4.24 -3.59 1.39
H -2.96 0.87 2.81
H -2.25 -2.08 -0.33
H 1.05 -0.67 2.98
C -2.50 0.07 -0.26
H 1.93 -5.95 0.66
C 2.60 -2.55 -3.17
C 3.64 3.71 2.05
H 1.62 2.32 3.30
H -2.52 2.55 3.18
C 1.09 -3.13 -4.95
C -1.75 2.78 -2.12
H -2.39 3.59 -2.49
As -0.47 1.23 2.42
H 0.01 -0.30 4.39
H 0.31 2.45 4.51